Entry 1:
Entry from OMol25: C4H4ErO2 as an isolated structure (ωB97M-V/def2-TZVPD).

CARTESIAN COORDINATES (ANGSTROEM)
Er (1.48, -4.14, -0.59)
O (-1.41, 1.91, 0.12)
O (1.77, -1.81, -0.33)
C (0.17, 0.18, 0.17)
C (-1.26, 0.52, 0.10)
C (1.43, 0.56, 0.47)
C (1.30, -0.66, -0.16)
H (-2.34, 2.13, -0.01)
H (-1.76, 0.03, 0.95)
H (-1.66, 0.06, -0.82)
H (2.28, 1.21, 0.10)

As for the net charge: +3. As for the molar mass: 251.33 g/mol. As for the multiplicity: 4. The value obtained for the HOMO energy (alpha / beta) is -22.17 / -20.03 eV. As for the expectation value of S²: 3.7581.

What are the Mulliken partial charges on each atom? They are as follows, in elementary charge units:
1. Er 1.817
2. O -0.004
3. O -0.629
4. C -0.035
5. C -0.183
6. C -0.205
7. C 0.626
8. H 0.444
9. H 0.386
10. H 0.427
11. H 0.357


Entry 2:
Entry from OMol25: a 2-piece molecular cluster, C4H4F2 overall (ωB97M-V/def2-TZVPD).

CARTESIAN COORDINATES (ANGSTROEM)
F (2.56, 1.62, 0.20)
F (2.72, -1.43, -0.09)
C (-0.02, 0.65, 0.22)
C (1.80, -0.56, -0.04)
C (0.61, -0.60, 0.68)
C (0.67, -0.21, -0.84)
H (0.55, 1.34, 0.69)
H (0.11, -0.71, -1.75)
H (-1.16, 0.56, 0.18)
H (0.20, -1.42, 1.24)

As for the molar mass: 90.07 g/mol. As for the multiplicity: 1. The value obtained for the HOMO energy (alpha / beta) is -9.56 / -9.57 eV.

What are the Mulliken partial charges on each atom? They are as follows, in elementary charge units:
1. F -0.711
2. F -0.184
3. C -0.377
4. C 0.888
5. C -0.415
6. C -0.362
7. H 0.329
8. H 0.269
9. H 0.231
10. H 0.332


What is the formula in the first record?
C4H4ErO2


Which formula does entry 1 have?
C4H4ErO2


Repeat the second record exactly.
Entry from OMol25: a 2-piece molecular cluster, C4H4F2 overall (ωB97M-V/def2-TZVPD).

CARTESIAN COORDINATES (ANGSTROEM)
F (2.56, 1.62, 0.20)
F (2.72, -1.43, -0.09)
C (-0.02, 0.65, 0.22)
C (1.80, -0.56, -0.04)
C (0.61, -0.60, 0.68)
C (0.67, -0.21, -0.84)
H (0.55, 1.34, 0.69)
H (0.11, -0.71, -1.75)
H (-1.16, 0.56, 0.18)
H (0.20, -1.42, 1.24)

As for the molar mass: 90.07 g/mol. As for the multiplicity: 1. The value obtained for the HOMO energy (alpha / beta) is -9.56 / -9.57 eV.

What are the Mulliken partial charges on each atom? They are as follows, in elementary charge units:
1. F -0.711
2. F -0.184
3. C -0.377
4. C 0.888
5. C -0.415
6. C -0.362
7. H 0.329
8. H 0.269
9. H 0.231
10. H 0.332